Record 1
{"formula": "C21H29BBrN3O7", "method": "ωB97M-V with the def2-TZVPD basis set", "homo_lumo_gap_ev": 7.790, "smiles": "CNCC1=C(Br)C(=O)C(COc2ccccc2)=C(B(O)O)C1=O.CN(C)C=O.CN(C)C=O", "symbols": ["C", "N", "C", "C", "C", "Br", "C", "O", "C", "C", "O", "C", "C", "C", "C", "C", "C", "C", "B", "O", "O", "C", "O", "H", "H", "H", "H", "H", "H", "H", "H", "H", "H", "H", "H", "H", "H", "H", "C", "O", "N", "C", "C", "H", "H", "H", "H", "H", "H", "H", "C", "O", "N", "C", "C", "H", "H", "H", "H", "H", "H", "H"], "coordinates": [[1.25694, -3.76663, -1.31318], [2.29779, -4.23273, -0.38760], [3.30238, -3.20305, -0.06659], [2.69439, -1.83567, 0.14882], [1.69781, -1.56282, 1.00386], [0.91081, -2.90830, 2.12984], [1.20527, -0.13900, 1.03570], [0.79165, 0.41722, 2.03308], [1.28318, 0.65432, -0.25930], [0.22561, 1.71568, -0.50132], [-0.50175, 1.51917, -1.70452], [-1.49253, 0.55550, -1.59680], [-1.26652, -0.77435, -1.34219], [-2.29440, -1.68495, -1.28607], [-3.57878, -1.24786, -1.50540], [-3.82069, 0.08347, -1.75366], [-2.78556, 0.97925, -1.80214], [2.29492, 0.38469, -1.07761], [2.51736, 1.17801, -2.44129], [2.05143, 0.67443, -3.63054], [3.15733, 2.40811, -2.44420], [3.26270, -0.68612, -0.68126], [4.43984, -0.70038, -0.97522], [1.58672, -2.98922, -2.02099], [0.36628, -3.46442, -0.75063], [0.95280, -4.63093, -1.91568], [2.76928, -5.00270, -0.84328], [3.96820, -3.11279, -0.94012], [3.92287, -3.53519, 0.77365], [-0.42976, 1.73799, 0.37772], [0.73803, 2.68218, -0.55979], [-0.24427, -1.11459, -1.18374], [-2.11281, -2.73906, -1.10863], [-4.37186, -1.98794, -1.48635], [-4.84485, 0.37383, -1.93557], [-2.99910, 2.01934, -2.02977], [1.16807, 0.31398, -3.46543], [4.05558, 2.28010, -2.77856], [5.14234, -1.45609, 2.73493], [6.11188, -2.17960, 2.60696], [5.18686, -0.18345, 3.17477], [3.99421, 0.62965, 3.30716], [6.47548, 0.38671, 3.52663], [4.13003, -1.79550, 2.48625], [4.08087, 1.51549, 2.67290], [3.87791, 0.94449, 4.34631], [3.11308, 0.06672, 3.01027], [7.13540, 0.36359, 2.65840], [6.93296, -0.20407, 4.32130], [6.34875, 1.41343, 3.86169], [-7.02250, 1.26104, -0.58804], [-6.36766, 0.35532, -0.10925], [-7.06592, 2.51680, -0.10365], [-7.86691, 3.55581, -0.72046], [-6.28075, 2.83455, 1.07808], [-7.64992, 1.11971, -1.48508], [-7.22140, 4.37806, -1.03606], [-8.59783, 3.93099, -0.00128], [-8.39352, 3.16600, -1.58929], [-5.22554, 2.64320, 0.87881], [-6.59401, 2.19935, 1.90727], [-6.41821, 3.87925, 1.34615]]}


Record 2
{"formula": "C21H29BCrFN7", "method": "ωB97M-V with the def2-TZVPD basis set", "s2": 6.0213, "homo_lumo_gap_ev": [7.552, 8.445], "multiplicity": 5, "symbols": ["Cr", "C", "C", "C", "C", "C", "N", "N", "B", "N", "N", "C", "C", "C", "C", "C", "N", "N", "C", "C", "C", "C", "C", "H", "H", "H", "H", "H", "H", "H", "H", "H", "H", "H", "H", "H", "H", "H", "H", "H", "H", "H", "H", "H", "H", "N", "H", "H", "H", "F", "C", "C", "C", "C", "C", "C", "H", "H", "H", "H"], "coordinates": [[1.02172, -0.81102, -0.19997], [-2.05897, -3.12460, -1.37335], [-2.35298, -1.85607, -0.63674], [-3.58551, -1.21246, -0.46537], [-3.29577, -0.07675, 0.26689], [-4.21578, 1.00356, 0.73510], [-1.96822, -0.06691, 0.49719], [-1.38317, -1.17263, -0.05148], [-1.13421, 0.94936, 1.31688], [-0.22731, 0.22103, 2.34590], [0.76353, -0.61813, 1.93222], [1.39182, -1.04174, 3.02206], [2.55604, -1.97565, 2.93537], [0.79975, -0.48637, 4.16272], [-0.22441, 0.30955, 3.68631], [-1.19769, 1.15789, 4.43710], [-0.24396, 1.81016, 0.37300], [0.86868, 1.27595, -0.21869], [1.50624, 2.26808, -0.82951], [2.79023, 2.05899, -1.56268], [0.79651, 3.46113, -0.65444], [-0.29657, 3.12909, 0.12082], [-1.39804, 4.00393, 0.62291], [-2.97193, -3.54226, -1.79531], [-1.62962, -3.88527, -0.71720], [-1.36651, -2.94940, -2.20028], [-4.55093, -1.52658, -0.82729], [-5.23787, 0.74824, 0.45931], [-3.97490, 1.96403, 0.27809], [-4.17484, 1.13768, 1.81596], [-1.88362, 1.67653, 1.90543], [3.03111, -1.92053, 1.95587], [2.25944, -3.01217, 3.11566], [3.30924, -1.72487, 3.68156], [1.08049, -0.63568, 5.19225], [-0.99680, 1.08444, 5.50473], [-2.22503, 0.83893, 4.25928], [-1.12498, 2.20569, 4.14615], [3.26292, 1.12137, -1.27991], [3.47807, 2.87797, -1.34696], [2.62502, 2.02112, -2.64106], [1.05381, 4.43771, -1.03020], [-1.19354, 5.03692, 0.34596], [-1.49519, 3.94927, 1.70666], [-2.36146, 3.72515, 0.19469], [1.25029, -2.97574, -0.05745], [1.17207, -3.37789, 0.87027], [2.07605, -3.35003, -0.51280], [0.44981, -3.28987, -0.60029], [2.54717, -0.81320, -6.29337], [2.20877, -0.85761, -4.97804], [1.03223, -0.26314, -4.56890], [0.70567, -0.31562, -3.21612], [1.50810, -0.94906, -2.25087], [2.67572, -1.53846, -2.74994], [3.04707, -1.49948, -4.09571], [0.39629, 0.22553, -5.29646], [-0.21754, 0.17022, -2.90830], [3.36207, -2.04613, -2.07227], [3.96144, -1.95420, -4.45541]]}


Record 3
{"formula": "C21H29BrNO7RuS", "method": "ωB97M-V with the def2-TZVPD basis set", "s2": 0.9666, "homo_lumo_gap_ev": [4.580, 5.374], "multiplicity": 2, "e_above_lowest_kcal_mol": 37.15, "total_charge": 2, "symbols": ["Ru", "C", "C", "O", "C", "C", "O", "C", "C", "O", "C", "C", "O", "H", "H", "H", "H", "H", "H", "H", "H", "H", "H", "H", "H", "H", "H", "H", "H", "C", "C", "C", "C", "C", "Br", "N", "C", "H", "H", "H", "H", "H", "H", "C", "C", "C", "C", "C", "C", "C", "S", "O", "O", "O", "H", "H", "H", "H", "H", "H", "H"], "coordinates": [[-0.46485, 0.58905, 0.82763], [-2.38205, -1.55425, 2.24993], [-3.49005, -0.51895, 1.98253], [-2.98115, 0.64445, 1.32833], [-3.38895, 1.90205, 1.88173], [-2.20195, 2.86045, 2.08333], [-1.13745, 2.09405, 2.60793], [0.06275, 2.79815, 2.88453], [1.00055, 1.80065, 3.58003], [0.96435, 0.56095, 2.88913], [0.86175, -0.60595, 3.68963], [-0.08605, -1.58745, 2.99423], [-1.25605, -0.83445, 2.70693], [-2.73235, -2.25475, 3.02213], [-2.13745, -2.12295, 1.34243], [-4.25665, -0.97365, 1.34183], [-3.94125, -0.23475, 2.93773], [-4.10305, 2.36395, 1.19113], [-3.87415, 1.73275, 2.84703], [-1.90235, 3.34445, 1.14393], [-2.49475, 3.64185, 2.79833], [0.51495, 3.16855, 1.95243], [-0.14405, 3.64495, 3.54963], [2.02825, 2.18265, 3.54833], [0.67985, 1.66125, 4.61983], [1.85315, -1.06345, 3.79863], [0.45765, -0.35635, 4.68043], [0.37065, -1.96835, 2.06653], [-0.31995, -2.41905, 3.66943], [-2.64135, -3.96955, -2.35097], [-2.45995, -2.50145, -2.21707], [-3.07045, -1.59405, -3.08227], [-2.90975, -0.23335, -2.88187], [-2.13095, 0.16275, -1.80997], [-1.79575, 1.99925, -1.41417], [-1.53745, -0.67975, -0.97497], [-1.68525, -1.98045, -1.18077], [-3.18245, -4.22145, -3.25697], [-3.20275, -4.35035, -1.49887], [-1.68425, -4.48465, -2.36127], [-3.66485, -1.94715, -3.91177], [-3.38025, 0.49815, -3.51767], [-1.15995, -2.64185, -0.50307], [5.33135, -0.21835, -4.97807], [4.63615, 0.18315, -3.73037], [4.86575, -0.52045, -2.53967], [4.10875, -0.26065, -1.41497], [3.14795, 0.74075, -1.45507], [2.93585, 1.49215, -2.59787], [3.70375, 1.23285, -3.72197], [2.22285, 0.93365, 0.08013], [1.17145, 1.97775, -0.06027], [3.14875, 1.16985, 1.13793], [1.49925, -0.37695, 0.16473], [5.73265, -1.22685, -4.90277], [6.17065, 0.46015, -5.16157], [4.67515, -0.14935, -5.84507], [5.62735, -1.28575, -2.51047], [4.25445, -0.81785, -0.50457], [2.19575, 2.27725, -2.60347], [3.57835, 1.83655, -4.61067]]}


Record 4
{"formula": "C21H29Cl4N5O3SSiV", "method": "ωB97M-V with the def2-TZVPD basis set", "s2": 3.7675, "homo_lumo_gap_ev": [6.965, 7.944], "multiplicity": 4, "e_above_lowest_kcal_mol": 25.71, "symbols": ["V", "N", "C", "C", "O", "O", "H", "H", "H", "H", "S", "C", "C", "N", "C", "H", "H", "H", "Cl", "Si", "Cl", "Cl", "C", "C", "C", "C", "C", "O", "C", "C", "C", "C", "C", "C", "Cl", "C", "C", "C", "N", "C", "N", "C", "N", "H", "H", "H", "H", "H", "H", "H", "H", "H", "H", "H", "H", "H", "H", "H", "H", "H", "H", "H", "H", "H", "H"], "coordinates": [[2.51053, -0.60885, -2.20857], [0.65524, -1.57373, -2.59243], [0.86781, -2.66422, -3.54559], [2.13746, -2.34177, -4.39973], [2.28145, -2.87347, -5.48432], [2.92468, -1.52728, -3.83728], [0.15541, -1.90865, -1.76931], [0.07816, -0.85642, -3.03825], [0.01436, -2.82260, -4.21580], [1.06362, -3.59342, -3.00203], [6.13466, 2.04345, -1.78351], [6.16068, 1.02941, -3.17963], [5.02810, 0.29388, -3.24982], [4.14245, 0.49844, -2.23374], [4.59142, 1.39683, -1.39466], [6.99387, 1.03819, -3.85335], [4.78499, -0.43334, -4.00994], [4.07968, 1.70087, -0.50158], [1.89898, -3.23719, 0.16435], [3.44794, -2.24004, -0.83621], [4.41862, -1.22554, 0.74028], [4.76502, -3.68433, -1.42073], [-2.43370, -0.92377, 3.57885], [-1.22682, -0.47102, 2.73218], [-0.00623, -1.22964, 3.27594], [-1.51806, -0.91848, 1.29795], [-0.98280, 1.07421, 2.88502], [-0.73548, 1.33393, 4.26954], [-2.16807, 1.99740, 2.49714], [-2.36700, 2.46734, 1.04776], [-3.17137, 1.54166, 0.18284], [-4.43787, 1.11456, 0.57036], [-5.18591, 0.27314, -0.23124], [-4.67425, -0.13731, -1.45213], [-5.60858, -1.18135, -2.47136], [-3.42478, 0.29045, -1.86867], [-2.68622, 1.12727, -1.05205], [0.35704, 1.62253, 2.30495], [0.74625, 1.35168, 0.95426], [1.47845, 0.33059, 0.47751], [1.70883, 0.50974, -0.81747], [1.09914, 1.69116, -1.08584], [0.52302, 2.21856, -0.03451], [-2.57938, -1.99203, 3.43070], [-3.35662, -0.43277, 3.28009], [-2.27597, -0.76802, 4.64413], [-0.26793, -2.26862, 3.46111], [0.32516, -0.78865, 4.21258], [0.82025, -1.22911, 2.57645], [-1.39956, -1.99786, 1.23569], [-0.85285, -0.46886, 0.57006], [-2.53821, -0.67509, 1.01899], [-1.52244, 1.10061, 4.77416], [-2.00973, 2.89561, 3.10085], [-3.09258, 1.54543, 2.85518], [-1.41415, 2.69227, 0.57172], [-2.91539, 3.41292, 1.09347], [-4.86018, 1.44575, 1.50798], [-6.16200, -0.06202, 0.08248], [-3.04200, -0.02941, -2.82590], [-1.71647, 1.47131, -1.37847], [1.14502, 1.25129, 2.96231], [0.31772, 2.71118, 2.40791], [1.85030, -0.48639, 1.05598], [1.12627, 2.17960, -2.04663]]}


Which formula does entry 2 have? C21H29BCrFN7